No. 1
This record from the Open Molecules 2025 dataset describes a cluster of 4 separate species, C20H42FN2O11S in total at a distorted geometry. The level of theory is ωB97M-V with the def2-TZVPD basis set.

Structure (XYZ):
```
77
Properties=species:S:1:pos:R:3:forces:R:3
N 6.0259 -0.2655 -0.1737 -0.643 0.219 0.380
H -8.5024 -5.7126 4.0243 0.084 0.117 0.027
C -7.3702 -3.3281 -0.0812 0.427 0.041 -0.402
C 1.7729 2.5214 -0.6100 -0.134 0.481 0.168
H -8.7144 -4.0045 4.5213 0.098 -0.066 -0.101
S -1.0436 -0.5080 -1.5025 -1.580 -6.019 2.015
H 1.5774 0.2669 -0.9010 -0.013 0.626 -0.452
H -5.9301 -4.8384 0.4981 0.037 0.124 -0.020
C -8.2018 -4.0042 1.9948 -0.282 -0.224 -0.138
H 5.8294 1.5335 0.8922 -0.280 0.400 -0.822
C 1.2279 2.9017 0.8365 -0.255 0.242 -0.779
H 8.2623 7.4265 -0.9107 -0.208 -0.228 0.042
C -2.5667 -3.5177 -0.3614 -0.220 0.017 -0.044
O 5.2415 7.6132 -3.0664 -0.109 -0.030 -0.183
H 6.0860 1.6796 -0.9393 -0.658 0.157 0.726
H -1.0261 3.0549 0.8320 0.537 -0.539 0.016
H 3.6338 3.1691 0.2937 -0.234 -0.286 -0.757
H -7.7977 -2.9390 -1.0058 -0.251 -0.071 0.152
H -0.3536 -7.6428 0.7078 -0.090 0.192 0.001
C -1.5125 -7.6431 2.5436 -0.095 0.284 0.097
H 1.9631 2.6551 1.6367 -0.668 -0.235 -0.568
C 3.2366 5.9967 -2.5256 -0.198 0.020 -0.146
H -10.1189 -5.0667 4.3496 -0.033 0.037 -0.242
H -6.9228 -5.2823 -0.8770 -0.003 0.116 -0.118
O -7.1460 -3.8198 2.5396 0.145 0.124 0.074
H 1.1538 4.0163 0.8416 0.106 -0.845 0.168
C 7.0260 9.1697 -1.0537 -0.336 0.039 -0.008
H 6.4520 -0.5289 0.7119 0.118 0.134 -0.232
C 5.3389 6.8826 -2.1210 0.320 0.178 0.329
H -0.9026 -8.3884 3.0558 -0.035 -0.017 -0.058
H 6.7024 9.1650 -0.0109 0.161 -0.024 0.015
H 3.4854 0.5653 0.5009 0.520 0.563 -0.295
C 5.5462 1.1612 -0.1159 -0.072 -1.409 0.266
H 7.7095 7.7494 -2.5460 -0.221 -0.037 0.002
H -1.1931 -6.6540 2.8738 0.094 -0.058 -0.063
O -9.3092 -4.4702 2.5764 0.086 0.109 -0.055
H 5.1997 -0.8627 -0.2294 0.370 -0.015 -0.160
C 3.3430 2.5236 -0.5764 0.366 0.072 0.933
O -0.8621 -5.1702 0.7770 0.149 0.125 -0.020
C -0.4081 1.1307 -0.9060 1.766 -0.291 -0.995
H -6.8722 -2.4953 0.4199 -0.049 -0.129 0.160
H -0.9814 1.9941 -1.2968 -0.009 -0.682 0.419
H 3.8199 0.5153 -1.2448 0.237 0.336 0.693
H -0.2786 2.2652 2.2697 -0.206 0.088 -0.879
H -3.3120 -3.0623 -1.0087 -0.104 -0.293 0.028
F -1.3132 -0.5013 -3.0944 0.563 0.945 2.216
C 4.0006 1.1269 -0.3194 -0.141 0.405 -1.212
O -2.8140 -4.9217 -0.3332 0.038 0.033 -0.050
O -0.0444 -1.5697 -1.2226 -1.159 3.579 -1.300
C -0.2102 2.3783 1.1600 0.794 0.890 1.507
H 3.4619 5.8975 -3.5872 0.020 0.146 0.052
H 7.8697 9.8521 -1.1603 0.008 -0.066 0.019
H -1.5830 -3.2983 -0.7599 0.093 -0.170 0.128
O 6.3492 6.8352 -1.2561 -0.134 -0.280 -0.077
O 4.4246 5.9782 -1.7383 -0.139 -0.251 0.026
H 2.6793 6.9147 -2.3372 0.045 0.014 -0.156
O -8.4702 -3.7989 0.7044 -0.087 0.155 0.066
C -6.4011 -4.4480 -0.4046 0.013 -0.209 0.231
C -1.8731 -5.6221 0.3070 -0.306 -0.298 0.096
H 0.2795 0.3734 0.8856 -0.318 -0.061 -0.019
H -1.3751 0.6725 0.9270 0.097 -0.197 -0.198
H 2.6254 5.1476 -2.2208 0.174 -0.018 0.160
O -2.3119 -0.8467 -0.7979 2.442 2.700 -2.059
C -1.3828 -7.7890 1.0406 0.297 -0.422 0.407
H 1.1768 1.3581 -2.3527 0.351 -0.547 0.731
C 1.1392 1.2264 -1.2466 -1.073 0.769 -0.113
H 6.1957 9.5574 -1.6449 0.105 -0.023 -0.081
C 7.4109 7.7724 -1.4967 0.486 0.534 0.003
N -0.4675 1.0163 0.5858 -0.392 0.396 -0.376
H 1.4706 3.3727 -1.2710 0.090 -0.732 0.435
H -2.5530 -7.7632 2.8512 0.040 -0.145 -0.044
H 3.7794 3.0439 -1.4618 -0.367 -0.679 0.480
H -1.6776 -8.7963 0.7463 -0.177 0.174 -0.172
C -9.1363 -4.8290 3.9474 -0.105 -0.116 0.381
H -2.6763 -3.1022 0.6416 0.122 0.001 -0.024
O -2.2653 -6.8939 0.3500 0.039 0.143 -0.208
H -5.6153 -4.0960 -1.0744 -0.054 -0.011 -0.022
```
Positions in Å, forces in eV/Å.

## Properties
LUMO level: -0.1324 hartree
spin multiplicity: 1
net charge: +1
molecular weight: 537.6 g/mol
Kohn-Sham gap: 0.301 Ha
HOMO level: -11.791 eV

In elementary charge units, the Löwdin charges are:
1 N -0.026
2 H 0.100
3 C -0.213
4 C -0.275
5 H 0.095
6 S 0.814
7 H 0.108
8 H 0.076
9 C -0.610
10 H 0.116
11 C -0.105
12 H 0.124
13 C -0.072
14 O 0.139
15 H 0.117
16 H 0.148
17 H 0.123
18 H 0.123
19 H 0.124
20 C -0.065
21 H 0.128
22 C -0.043
23 H 0.095
24 H 0.088
25 O 0.119
26 H 0.137
27 C -0.063
28 H 0.061
29 C -0.609
30 H 0.082
31 H 0.082
32 H 0.118
33 C -0.251
34 H 0.127
35 H 0.072
36 O 0.009
37 H 0.047
38 C -0.162
39 O 0.122
40 C -0.254
41 H 0.120
42 H 0.170
43 H 0.119
44 H 0.151
45 H 0.081
46 F -0.131
47 C -0.217
48 O 0.011
49 O -0.259
50 C -0.096
51 H 0.103
52 H 0.084
53 H 0.062
54 O 0.037
55 O -0.011
56 H 0.104
57 O 0.041
58 C -0.060
59 C -0.604
60 H 0.196
61 H 0.183
62 H 0.062
63 O -0.289
64 C -0.208
65 H 0.149
66 C -0.107
67 H 0.075
68 C -0.205
69 N 0.058
70 H 0.128
71 H 0.084
72 H 0.121
73 H 0.124
74 C -0.041
75 H 0.106
76 O 0.043
77 H 0.067

***

No. 2
This record from the Open Molecules 2025 dataset describes a structure of composition C20H42N2O27S6 at a distorted geometry. The level of theory is ωB97M-V with the def2-TZVPD basis set.

Structure (XYZ):
```
97
Properties=species:S:1:pos:R:3:forces:R:3
H -3.0912 -4.1505 -2.1316 0.130 -0.169 0.225
H -0.6755 3.3749 5.8230 -0.039 -0.221 -0.315
H -0.9426 -3.1577 -1.5246 -0.085 0.026 0.041
O 3.8975 -1.1706 -4.6952 1.324 1.032 -1.182
H 3.1653 3.0542 -0.5712 0.720 0.552 -2.049
H -3.8599 2.2480 -1.1194 2.595 0.312 -0.492
H -1.3249 1.9368 -3.2386 -2.323 0.300 0.805
H -4.5481 -0.4294 2.1283 -0.114 -0.008 0.063
O 0.0661 6.2610 -1.9895 -1.770 -7.979 0.526
H 5.0736 0.6791 -2.0994 -2.264 0.137 0.043
C -2.8611 -4.0745 -1.0655 -0.437 0.366 0.245
O -3.5641 -0.8786 4.7752 -0.161 0.446 1.099
S -1.3428 -5.0572 0.6587 -0.759 0.243 -0.646
C 3.3911 2.1503 -2.7365 0.916 0.712 -0.778
S 5.0050 -0.4349 -5.2637 -0.320 0.074 0.250
H -1.1280 -2.6920 6.0528 -0.123 0.300 0.082
N 3.3027 0.3113 -0.8134 4.571 7.301 -3.204
H -1.7423 -1.4546 4.0373 -0.031 -0.109 0.042
H 4.1633 2.4445 -3.5977 -1.878 -0.600 1.761
C -5.4287 -1.0727 2.2242 0.030 0.883 0.187
H 6.6186 -2.2769 -7.6445 -0.252 0.164 0.140
H -2.1104 -2.0391 -0.7679 0.156 -0.313 0.246
H 1.4421 -5.1089 0.9763 0.719 0.554 -0.039
C -1.7469 -3.0693 -0.7866 -0.007 0.097 -1.111
N 0.9501 4.0052 -1.5752 -2.285 1.487 -2.846
O -1.1002 2.5142 1.6919 1.449 0.027 0.997
O 5.0697 1.0081 -5.2724 -0.197 -1.935 0.130
H 2.5874 5.5742 -1.4991 -0.995 -2.237 -1.191
O 5.2475 -0.9746 -6.7829 -0.230 0.011 1.000
O 2.4353 -3.6550 -0.1309 0.190 0.546 0.134
C 2.2959 4.5693 -2.0526 1.631 -0.477 0.228
C 2.0945 -3.3967 2.1754 -0.474 -0.346 -0.155
H 7.2238 -0.6503 -7.2242 -0.005 -0.106 0.029
H -2.8387 -2.8980 6.5215 0.082 0.016 -0.082
C -2.1042 3.8295 -0.8554 -1.621 -1.097 0.576
O -6.3611 -0.8564 0.0829 0.990 -0.815 -0.192
O -6.5288 -3.3300 -0.1943 1.701 1.165 0.083
O 0.0001 4.4737 2.7844 0.306 -1.089 -0.185
C -0.4727 4.7206 4.1076 -0.516 0.001 0.545
H 2.3427 0.6909 -0.6628 1.708 -0.035 -0.258
H -2.9717 -2.7486 4.0836 -0.147 0.234 0.095
O -0.2618 2.3855 4.0409 -0.244 0.336 -1.211
O 4.5762 -2.3769 -0.0508 -1.637 0.598 0.303
S -3.2089 0.0161 6.0920 0.004 0.316 0.233
H 0.7998 3.1607 -2.1908 -0.027 0.832 1.212
O -1.6072 4.5203 -2.0613 3.919 0.171 1.976
H 1.0677 -3.0172 2.1879 0.016 -0.060 -0.018
O 6.3856 -1.0094 -4.6123 -0.653 0.743 -0.577
H 3.9423 0.4886 -0.0083 -0.971 0.327 -1.059
O -3.1654 0.7791 -3.2513 -0.318 1.782 -1.053
C -0.0721 3.4920 4.9198 0.430 0.509 0.316
H -5.6629 -1.2121 3.2830 0.079 -0.196 -0.272
O 1.3933 2.4962 2.1776 -1.975 0.424 0.072
C 3.8990 0.7079 -2.1454 -0.527 0.163 -0.482
H -1.3162 3.7500 0.0101 -1.583 0.184 -2.126
O -2.5210 1.2103 5.6539 -1.033 -1.351 0.822
C 2.2878 -4.4224 1.0617 0.539 -0.457 0.754
O -2.1081 -0.9947 6.7435 -0.522 0.894 -0.651
H -3.0558 4.4299 -0.4590 2.262 -1.035 -0.887
O -4.3728 -2.1110 -0.7599 -2.439 0.865 0.740
S 3.1650 -2.2428 0.2347 -1.328 0.057 -0.387
C 3.4140 3.3900 -1.6642 -0.274 0.806 -0.693
O 2.3564 -1.1634 -0.2825 -2.329 -8.467 3.370
H 2.3273 4.7241 -3.2237 -0.250 -0.110 2.381
O -0.0696 -5.6469 0.3092 -2.266 -0.021 0.454
S 0.0359 2.8668 2.5111 0.640 -0.121 0.152
O -2.0227 -5.3325 1.9030 1.242 0.239 -1.194
H -6.7013 0.5771 1.5509 0.123 -0.188 -0.270
S -5.5638 -2.2787 0.0399 -0.867 0.344 0.090
O -5.1316 -2.3262 1.6112 -0.489 -0.256 -1.119
H 8.0418 -2.0161 -5.3671 -0.222 0.228 0.130
H -1.5614 4.8276 4.0658 0.093 -0.007 0.072
H 6.5136 -2.9365 -5.2940 0.092 0.047 -0.077
H 4.4768 3.9125 -1.7610 -2.218 -1.191 0.567
H -2.1710 1.4473 -0.7614 -0.959 1.921 -1.061
H -0.0326 5.6394 4.5045 0.063 -0.179 -0.286
H 3.5648 -0.1300 -2.9266 0.727 2.012 1.835
C -2.4652 2.0652 -2.9428 -0.233 0.019 -0.129
H -7.5490 -0.9820 1.7466 0.088 0.082 0.049
O -4.3701 0.0467 6.9504 1.424 0.237 -1.255
C -2.1197 -2.2321 6.0336 -0.304 -0.687 -0.234
H -3.7714 -3.8168 -0.5146 0.943 -0.806 -0.377
O -2.3808 -5.3231 -0.5700 1.560 -0.290 0.958
C -6.6108 -0.5063 1.4422 -0.334 -0.198 0.705
H 3.2086 -4.9963 1.2100 0.003 0.083 0.118
H 0.9879 3.5285 5.1928 -0.097 0.070 0.012
O -1.2194 -3.4401 0.4850 -0.233 -1.309 0.803
H -2.9200 2.8977 -3.6400 0.987 -1.444 1.683
O 2.9642 -2.3134 1.8511 0.635 -0.053 -0.593
C -2.6896 2.3417 -1.3306 0.018 -0.335 -0.424
C 6.9597 -1.9593 -5.5072 -0.105 -0.633 -0.328
H -3.7973 0.9566 -4.0150 1.365 -0.317 1.592
C -2.5665 -1.8848 4.6161 0.848 -0.296 -0.177
H 2.3409 2.0738 -3.2847 1.973 -0.059 1.290
C -0.1926 4.9484 -1.8882 1.326 6.044 -0.384
H 2.3431 -3.8038 3.1592 0.162 0.206 -0.177
C 6.5783 -1.4743 -6.9032 0.693 0.077 -0.033
```
Positions in Å, forces in eV/Å.

## Properties
LUMO level: 0.0052 hartree
spin multiplicity: 1
molecular weight: 934.9 g/mol
Kohn-Sham gap: 0.232 Ha
HOMO level: -6.170 eV

In elementary charge units, the Löwdin charges are:
1 H 0.150
2 H 0.132
3 H 0.141
4 O -0.245
5 H 0.098
6 H 0.122
7 H 0.125
8 H 0.135
9 O -0.029
10 H 0.132
11 C -0.178
12 O -0.219
13 S 0.696
14 C -0.204
15 S 0.675
16 H 0.139
17 N -0.121
18 H 0.137
19 H 0.100
20 C -0.175
21 H 0.136
22 H 0.126
23 H 0.074
24 C -0.158
25 N 0.032
26 O -0.256
27 O -0.236
28 H 0.133
29 O -0.192
30 O -0.193
31 C -0.202
32 C -0.171
33 H 0.133
34 H 0.135
35 C -0.164
36 O -0.183
37 O -0.213
38 O -0.190
39 C -0.166
40 H 0.101
41 H 0.140
42 O -0.206
43 O -0.231
44 S 0.684
45 H 0.108
46 O -0.113
47 H 0.119
48 O -0.192
49 H 0.102
50 O -0.162
51 C -0.175
52 H 0.133
53 O -0.232
54 C -0.225
55 H 0.096
56 O -0.236
57 C -0.190
58 O -0.188
59 H 0.142
60 O -0.261
61 S 0.704
62 C -0.188
63 O -0.299
64 H 0.135
65 O -0.250
66 S 0.673
67 O -0.239
68 H 0.141
69 S 0.699
70 O -0.187
71 H 0.137
72 H 0.135
73 H 0.134
74 H 0.119
75 H 0.113
76 H 0.138
77 H 0.096
78 C -0.230
79 H 0.135
80 O -0.230
81 C -0.165
82 H 0.078
83 O -0.178
84 C -0.164
85 H 0.135
86 H 0.134
87 O -0.197
88 H 0.131
89 O -0.197
90 C -0.126
91 C -0.174
92 H 0.099
93 C -0.166
94 H 0.112
95 C -0.289
96 H 0.134
97 C -0.175